# 1
Density functional theory data (ωB97M-V/def2-TZVPD) for 5 unconnected molecules or ions with the total composition C22H33NO16.

Each line ends with the Mulliken charge.
Atoms and positions in Å:
C (2.15540, -6.03618, -3.41290)  -0.867
C (1.43247, -5.00358, -2.99589)  0.060
N (0.23259, -5.10760, -2.25246)  -0.272
C (-0.78824, -4.24602, -2.71116)  0.566
O (-0.90435, -3.10291, -2.36861)  -0.502
O (-1.58319, -4.86057, -3.60411)  -0.314
C (-2.97939, -4.48120, -3.59233)  -0.618
C (-3.80117, -5.76368, -3.48783)  -0.267
C (-5.10633, -5.52094, -2.76897)  0.544
O (-5.66930, -4.46055, -2.75282)  -0.565
O (-5.61170, -6.62964, -2.18489)  -0.442
H (2.15871, -6.97925, -2.87830)  0.254
H (2.76794, -5.96228, -4.29814)  0.235
H (1.76027, -3.98220, -3.15382)  0.339
H (-0.09620, -6.06441, -2.27296)  0.321
H (-3.16513, -3.99442, -4.54527)  0.277
H (-3.17856, -3.78979, -2.77964)  0.424
H (-3.23378, -6.51415, -2.94200)  0.244
H (-4.02819, -6.15470, -4.47948)  0.253
H (-5.85427, -6.43461, -1.25988)  0.363
C (-10.36258, -3.47846, -0.24942)  -1.439
C (-9.52930, -4.54665, -0.90621)  0.512
C (-10.21547, -5.88885, -1.06485)  -0.489
O (-9.10530, -6.79681, -1.03741)  -0.306
C (-8.13496, -6.21908, -0.30623)  0.680
O (-7.15806, -6.78454, 0.09062)  -0.671
O (-8.40099, -4.92087, -0.08724)  -0.304
H (-10.58444, -3.74779, 0.78363)  0.357
H (-9.84056, -2.52321, -0.24332)  0.351
H (-11.29952, -3.35451, -0.79366)  0.379
H (-9.13532, -4.19741, -1.86381)  0.264
H (-10.77325, -5.99769, -1.99021)  0.317
H (-10.86568, -6.11311, -0.21540)  0.318
C (-0.22734, -0.16886, 0.52293)  -1.442
C (0.78567, 0.09788, -0.55755)  0.572
C (2.06872, -0.69358, -0.42463)  -0.413
O (3.01965, 0.16566, -1.06668)  -0.326
C (2.57551, 1.43630, -0.92089)  0.646
O (3.22665, 2.40953, -1.13085)  -0.545
O (1.29195, 1.44672, -0.50036)  -0.328
H (0.13733, 0.16300, 1.49568)  0.377
H (-1.15831, 0.36011, 0.32385)  0.352
H (-0.44478, -1.23655, 0.56831)  0.371
H (0.33929, -0.04932, -1.54410)  0.220
H (2.03696, -1.66625, -0.90733)  0.208
H (2.36247, -0.81269, 0.62169)  0.313
C (5.01166, 6.85289, 0.46982)  -1.532
C (4.21532, 6.09099, 1.49565)  0.979
C (3.08752, 5.25671, 0.92988)  -0.436
O (2.16171, 5.22805, 2.02795)  -0.330
C (2.34158, 6.36136, 2.74274)  0.658
O (1.59842, 6.76134, 3.58168)  -0.577
O (3.48606, 6.97962, 2.37233)  -0.408
H (4.38787, 7.60552, -0.01458)  0.467
H (5.85902, 7.36464, 0.92650)  0.245
H (5.39627, 6.16367, -0.28160)  0.356
H (4.87603, 5.48343, 2.11417)  -0.029
H (3.38299, 4.25328, 0.63838)  0.269
H (2.60325, 5.74856, 0.08211)  0.293
C (6.50799, 7.37018, 5.52421)  -1.358
C (7.46267, 6.53621, 4.71071)  0.458
C (8.35387, 7.31683, 3.76572)  -0.504
O (8.59845, 6.36540, 2.72192)  -0.341
C (7.53021, 5.53456, 2.67669)  0.695
O (7.27990, 4.78566, 1.78889)  -0.519
O (6.76248, 5.69037, 3.77987)  -0.309
H (5.77975, 7.85767, 4.87494)  0.320
H (5.96094, 6.75658, 6.23795)  0.355
H (7.05995, 8.13148, 6.07712)  0.373
H (8.06212, 5.88971, 5.35776)  0.244
H (9.28931, 7.64698, 4.20835)  0.320
H (7.82874, 8.17405, 3.33575)  0.307

HOMO energy = -8.98 eV
Molecular weight = 567.5 g mol⁻¹
Maximum force = 0.980 eV Å⁻¹
HOMO-LUMO gap = 0.35018 Ha

=====

# 2
Density functional theory data (ωB97M-V/def2-TZVPD) for a molecular structure, C24H33GeN2O2S4SbW.

Each line ends with the Mulliken charge.
Atoms and positions in Å:
W (0.91864, -0.85594, 0.98357)  1.445
O (-0.62221, -0.39041, 2.23554)  -0.557
C (-1.88952, -0.14695, 2.05703)  0.015
C (-2.52735, 0.85522, 2.80637)  -0.680
C (-3.87670, 1.07005, 2.66053)  -0.500
C (-4.65276, 0.28019, 1.79497)  -0.800
C (-4.05210, -0.72407, 1.08495)  -0.649
C (-2.66296, -0.94156, 1.18327)  0.860
C (-2.05097, -1.98346, 0.44868)  -0.410
N (-0.77915, -2.15113, 0.25543)  0.005
C (-0.39468, -3.40030, -0.40510)  -0.742
C (0.74035, -3.96843, 0.42192)  -1.009
N (1.71746, -2.88672, 0.50198)  -0.163
C (2.96186, -3.19009, 0.35224)  -0.243
C (4.00912, -2.22811, 0.26223)  0.774
C (5.35624, -2.59034, 0.41840)  -0.928
C (6.34065, -1.63684, 0.35207)  -0.702
C (5.99617, -0.30358, 0.10267)  -0.635
C (4.68531, 0.06769, -0.10267)  -0.471
C (3.67847, -0.89363, -0.02356)  0.207
O (2.40179, -0.55304, -0.22387)  -0.073
H (-1.92707, 1.44812, 3.48416)  0.357
H (-4.35182, 1.85921, 3.22971)  0.440
H (-5.71439, 0.46205, 1.70207)  0.417
H (-4.63254, -1.35110, 0.41709)  0.438
H (-2.71838, -2.72944, 0.01490)  0.342
H (-0.03726, -3.18976, -1.41742)  0.111
H (-1.23085, -4.09858, -0.46422)  0.624
H (1.17132, -4.85703, -0.04188)  0.600
H (0.39136, -4.21312, 1.42802)  0.209
H (3.22861, -4.24310, 0.25880)  0.413
H (5.60239, -3.62676, 0.61792)  0.419
H (7.37588, -1.90928, 0.50243)  0.410
H (6.77169, 0.45033, 0.07636)  0.424
H (4.40096, 1.09442, -0.28682)  0.465
S (0.78780, -1.00374, 4.64449)  -0.308
Sb (1.47088, 1.45584, 4.28480)  0.319
S (1.48193, -1.94017, 3.03419)  -0.019
S (1.75802, 1.15558, 1.79037)  -0.248
S (3.68207, 1.50521, 4.69320)  -0.595
C (-2.76427, -0.04885, -3.40030)  -0.671
C (-1.54931, 0.07791, -4.31335)  -0.666
C (-0.34495, 0.76127, -3.66584)  -0.637
C (0.21204, 0.00576, -2.44315)  -0.248
Ge (-0.35248, 0.80159, -0.70487)  1.219
C (0.07348, 2.73597, -0.79284)  -1.268
C (-1.17151, 3.61933, -0.92155)  -0.869
C (-2.08224, 3.58372, 0.30871)  0.286
C (-1.38737, 3.99588, 1.60285)  -1.039
H (-3.60641, -0.49650, -3.92991)  0.455
H (-3.07670, 0.92898, -3.02727)  0.192
H (-2.54386, -0.67164, -2.53057)  -0.026
H (-1.82978, 0.63490, -5.21131)  0.404
H (-1.24612, -0.91825, -4.65294)  0.278
H (-0.61926, 1.78622, -3.39442)  0.177
H (0.43847, 0.85587, -4.42236)  0.367
H (1.30203, 0.01560, -2.43860)  0.334
H (-0.09139, -1.04575, -2.49753)  -0.070
H (-1.87813, 0.67794, -0.62710)  -0.584
H (0.74529, 2.87532, -1.64386)  0.438
H (0.64316, 3.00640, 0.09501)  0.701
H (-1.75215, 3.32566, -1.80223)  0.160
H (-0.85993, 4.65626, -1.09190)  0.511
H (-2.49954, 2.57957, 0.42755)  -0.229
H (-2.93275, 4.24776, 0.12933)  0.432
H (-0.61131, 3.28333, 1.89030)  0.062
H (-2.10388, 4.05068, 2.42412)  0.374
H (-0.91943, 4.97783, 1.49921)  0.356

HOMO energy (alpha / beta) = -6.73 / -6.73 eV
Energy above the lowest of the compared OMol25 structures with the same formula, charge and spin = 19.4 kcal per mole
Molecular weight = 888.0 g mol⁻¹
Maximum force = 0.668 eV Å⁻¹
HOMO-LUMO gap (alpha / beta) = 0.18493 / 0.18495 Ha

=====

# 3
Density functional theory data (ωB97M-V/def2-TZVPD) for a molecular structure, C26H63BBr4INO11PS8.

Each line ends with the Mulliken charge.
Atoms and positions in Å:
C (6.68937, 1.48853, 3.74337)  -1.116
C (5.91830, 1.47206, 2.42680)  -0.386
C (4.78088, 2.49588, 2.47727)  0.214
C (3.92396, 2.57001, 1.20678)  -1.177
N (2.68397, 1.79879, 1.34720)  0.432
C (1.47643, 2.50148, 1.65813)  -1.262
I (1.79060, 4.02000, 3.23910)  -0.018
O (1.01082, 3.21348, 0.60548)  -0.700
B (-0.44973, 3.35826, 0.70351)  1.173
P (-1.21800, 5.09918, 1.24926)  0.422
O (-1.66732, 5.08104, 2.82691)  -0.514
O (-2.67472, 5.02251, 0.54133)  -0.248
S (-0.24092, 6.74777, 0.89132)  -0.561
O (-0.83299, 2.28810, 1.64456)  -0.980
C (0.27301, 1.51026, 2.01617)  2.425
C (0.27895, 0.26985, 1.03374)  -1.344
Br (-1.04633, 0.43615, -0.30661)  -0.177
C (1.03308, -0.84695, 0.87580)  0.728
C (0.82687, -1.86303, -0.22391)  -1.049
Br (2.44929, -1.36716, 2.01497)  -0.113
C (-0.09166, 1.18198, 3.52863)  -1.327
Br (1.43935, 0.91408, 4.72235)  -0.038
C (-1.05909, 0.00281, 3.63714)  0.125
C (-2.44526, 0.28481, 3.02632)  -0.837
Br (-1.37361, -0.50390, 5.53350)  -0.186
H (6.01078, 1.23542, 4.56334)  0.228
H (7.13586, 2.46741, 3.91546)  0.273
H (7.49504, 0.74312, 3.74507)  0.401
H (5.51307, 0.47028, 2.22816)  0.184
H (6.59566, 1.70224, 1.59034)  0.326
H (5.20201, 3.47869, 2.71692)  0.307
H (4.10526, 2.19723, 3.28612)  -0.018
H (4.48569, 2.09838, 0.38840)  0.495
H (3.73001, 3.60142, 0.89314)  0.328
H (2.46582, 1.36015, 0.45952)  0.296
H (-0.95233, 3.21575, -0.41297)  -0.400
H (-2.36829, 4.43592, 2.95843)  0.304
H (-3.27172, 5.69850, 0.89175)  0.302
H (1.53042, -2.68780, -0.13308)  0.166
H (0.97789, -1.39679, -1.20279)  0.297
H (-0.20013, -2.25088, -0.19251)  0.257
H (-0.59326, 2.08257, 3.88289)  0.732
H (-0.60037, -0.89323, 3.22267)  0.419
H (-2.56746, 1.34727, 2.82465)  0.093
H (-3.24057, -0.04519, 3.69683)  0.557
H (-2.56625, -0.25803, 2.08467)  0.088
C (-6.56484, 4.56141, -1.08168)  -0.655
S (-6.65419, 5.09866, 0.63061)  0.352
O (-5.41144, 5.86770, 0.87973)  -0.610
C (-6.38475, 3.47405, 1.34755)  -0.524
H (-6.65219, 5.44967, -1.70371)  0.360
H (-5.59939, 4.08400, -1.24744)  0.024
H (-7.38586, 3.87577, -1.29210)  0.369
H (-5.43313, 3.08261, 0.98797)  -0.063
H (-7.20859, 2.81217, 1.08064)  0.326
H (-6.34836, 3.59983, 2.42733)  0.377
C (2.05569, -6.67346, -0.49543)  -0.915
S (3.41470, -5.51310, -0.30364)  0.481
O (3.11151, -4.36476, -1.19690)  -0.608
C (4.63167, -6.50587, -1.16766)  -0.760
H (1.17410, -6.20945, -0.05818)  0.321
H (1.89485, -6.86252, -1.55657)  0.282
H (2.28894, -7.59724, 0.03379)  0.349
H (4.28402, -6.71047, -2.17945)  0.099
H (4.79784, -7.43955, -0.63080)  0.367
H (5.55784, -5.93662, -1.20340)  0.371
C (-2.60875, 0.72432, -4.86032)  -0.893
S (-2.37125, 1.83163, -3.46795)  0.507
O (-3.05848, 1.19752, -2.31028)  -0.490
C (-3.47308, 3.12493, -4.04510)  -1.009
H (-2.02632, -0.17094, -4.65243)  0.235
H (-3.66081, 0.45751, -4.95327)  0.194
H (-2.23519, 1.20487, -5.76525)  0.431
H (-4.46972, 2.70834, -4.19284)  0.284
H (-3.08265, 3.54541, -4.97174)  0.434
H (-3.48971, 3.89055, -3.27201)  0.267
C (-5.48410, -0.02670, -0.96564)  -0.453
S (-7.26582, 0.11786, -0.90022)  0.509
O (-7.66833, 0.31791, 0.51805)  -0.649
C (-7.57793, -1.61376, -1.27208)  -0.829
H (-5.04756, 0.93422, -0.70635)  0.113
H (-5.15700, -0.78501, -0.25355)  0.339
H (-5.17809, -0.28159, -1.98011)  0.161
H (-7.08701, -2.22687, -0.51603)  0.315
H (-7.18257, -1.83024, -2.26378)  0.064
H (-8.65178, -1.78864, -1.25206)  0.394
C (6.94609, 5.18265, 7.96433)  -1.024
S (6.23713, 4.11730, 6.69963)  0.558
O (7.20444, 4.11560, 5.57443)  -0.614
C (4.90695, 5.22178, 6.22264)  -0.640
H (7.82986, 4.67999, 8.35112)  0.327
H (7.22473, 6.13489, 7.51361)  0.293
H (6.22198, 5.32792, 8.76610)  0.368
H (5.33224, 6.16735, 5.88723)  0.323
H (4.23622, 5.37032, 7.06887)  0.380
H (4.36796, 4.74269, 5.40584)  -0.013
C (-6.07996, -4.00899, -4.06001)  -1.061
S (-4.68479, -2.92143, -3.72974)  0.688
O (-4.87456, -1.72635, -4.59359)  -0.602
C (-3.47472, -3.96270, -4.55154)  -1.017
H (-6.97759, -3.52622, -3.68231)  0.331
H (-6.16587, -4.16118, -5.13549)  0.334
H (-5.92857, -4.95599, -3.54213)  0.368
H (-3.77953, -4.11555, -5.58631)  0.315
H (-3.39626, -4.91132, -4.02120)  0.372
H (-2.52059, -3.44149, -4.51322)  0.322
C (5.99289, -8.92316, -6.51181)  -0.931
S (6.14532, -7.73578, -5.17309)  0.499
O (5.66749, -8.42213, -3.94476)  -0.595
C (4.81632, -6.65550, -5.70997)  -0.930
H (6.71627, -9.71349, -6.32524)  0.311
H (4.98345, -9.33347, -6.51422)  0.299
H (6.21722, -8.43239, -7.45866)  0.360
H (3.89136, -7.22852, -5.77066)  0.294
H (5.07071, -6.22116, -6.67649)  0.396
H (4.71911, -5.86622, -4.96720)  0.300

HOMO energy = -4.44 eV
Total charge = -1
Molecular weight = 1310.6 g mol⁻¹
Maximum force = 1.221 eV Å⁻¹
HOMO-LUMO gap = 0.21283 Ha

=====

# 4
Density functional theory data (ωB97M-V/def2-TZVPD) for 2 unconnected molecules or ions with the total composition CH4N2O2.

Each line ends with the Mulliken charge.
Atoms and positions in Å:
C (-1.25240, 0.73261, -0.57500)  0.235
N (1.31905, -0.55358, -0.24119)  -0.507
N (-0.04641, -0.75548, 0.16992)  -0.190
O (-1.01764, 1.62797, -1.25792)  -0.316
O (-0.25044, -0.54325, 1.58469)  -0.378
H (-2.23208, 0.30237, -0.10383)  0.273
H (1.31628, -0.99960, -1.17259)  0.286
H (1.51180, 0.46905, -0.26786)  0.251
H (0.65185, -0.28009, 1.86378)  0.345

HOMO energy = -8.08 eV
Energy above the lowest of the compared OMol25 structures with the same formula, charge and spin = 105.8 kcal per mole
Molecular weight = 76.1 g mol⁻¹
Maximum force = 5.083 eV Å⁻¹
HOMO-LUMO gap = 0.32704 Ha

=====

What did the fourth record say?
Density functional theory data (ωB97M-V/def2-TZVPD) for 2 unconnected molecules or ions with the total composition CH4N2O2.

Each line ends with the Mulliken charge.
Atoms and positions in Å:
C (-1.25240, 0.73261, -0.57500)  0.235
N (1.31905, -0.55358, -0.24119)  -0.507
N (-0.04641, -0.75548, 0.16992)  -0.190
O (-1.01764, 1.62797, -1.25792)  -0.316
O (-0.25044, -0.54325, 1.58469)  -0.378
H (-2.23208, 0.30237, -0.10383)  0.273
H (1.31628, -0.99960, -1.17259)  0.286
H (1.51180, 0.46905, -0.26786)  0.251
H (0.65185, -0.28009, 1.86378)  0.345

HOMO energy = -8.08 eV
Energy above the lowest of the compared OMol25 structures with the same formula, charge and spin = 105.8 kcal per mole
Molecular weight = 76.1 g mol⁻¹
Maximum force = 5.083 eV Å⁻¹
HOMO-LUMO gap = 0.32704 Ha